No. 1
A structure of composition C35H32BF9O2 in a non-equilibrium geometry. Source: the Open Molecules 2025 dataset; level of theory: ωB97M-V/def2-TZVPD.

Structure (XYZ):
```
79
Properties=species:S:1:pos:R:3:mulliken_charge:R:1
F 1.814 2.826 2.208 -0.34
C 1.846 1.464 1.995 0.33
C 3.061 0.900 1.612 -0.77
C 3.066 -0.486 1.424 0.43
F 4.262 -1.099 1.129 -0.35
C 1.938 -1.274 1.553 -0.76
C 0.684 -0.670 1.868 1.19
C -0.493 -1.471 1.990 -0.63
C -1.824 -0.996 1.812 0.79
C -2.927 -1.816 2.192 -0.76
C -4.228 -1.353 2.165 -0.70
C -4.500 -0.060 1.694 -0.63
C -3.430 0.721 1.261 0.28
F -3.706 1.959 0.723 -0.34
C -2.113 0.294 1.275 -0.91
C 0.681 0.729 2.172 -1.33
H 3.945 1.502 1.438 0.49
H 1.989 -2.355 1.409 0.50
H -0.369 -2.552 1.838 0.48
H -2.708 -2.823 2.545 0.58
H -5.045 -1.996 2.498 0.41
H -5.519 0.305 1.609 0.44
H -1.322 0.932 0.879 0.90
H -0.223 1.223 2.530 0.88
C -0.293 -7.627 7.642 -1.84
C 0.921 -6.942 7.062 1.19
C 2.090 -6.980 8.071 -1.66
C 1.312 -7.368 5.570 1.79
C 2.388 -8.428 5.467 -1.88
C 0.101 -7.729 4.698 -1.64
O 1.906 -6.147 5.015 -0.71
B 1.671 -5.237 6.022 1.35
C 2.661 -4.121 6.386 -0.14
C 2.381 -3.305 7.490 -0.27
C 3.400 -2.550 8.035 -0.14
C 3.137 -1.787 9.310 0.66
F 3.943 -2.197 10.342 -0.26
F 3.339 -0.439 9.172 -0.26
F 1.849 -1.945 9.743 -0.28
C 4.675 -2.519 7.460 -0.91
C 4.874 -3.228 6.275 -0.06
C 6.224 -3.255 5.596 0.73
F 6.123 -2.881 4.278 -0.23
F 7.154 -2.444 6.170 -0.29
F 6.756 -4.524 5.595 -0.27
C 3.864 -3.979 5.693 -0.64
C -0.229 -2.974 3.942 0.03
C 0.869 -2.149 4.564 -1.36
C -1.292 -3.480 4.750 1.08
C -2.214 -4.423 4.200 -0.48
C -3.441 -4.619 4.802 -0.98
C -3.723 -4.016 6.045 -0.62
C -2.719 -3.271 6.704 -0.76
C -1.520 -3.015 6.072 -0.58
O 0.604 -5.525 6.882 -0.59
H -0.092 -8.699 7.763 0.34
H -0.530 -7.211 8.630 0.48
H -1.164 -7.490 6.992 0.37
H 2.313 -7.998 8.403 0.39
H 3.012 -6.529 7.674 0.19
H 1.822 -6.390 8.959 0.43
H 2.075 -9.364 5.940 0.34
H 2.604 -8.625 4.413 0.45
H 3.311 -8.081 5.941 0.35
H -0.334 -8.675 5.051 0.36
H -0.661 -6.936 4.706 0.11
H 0.422 -7.860 3.656 0.48
H 1.404 -3.328 7.960 0.84
H 5.465 -1.921 7.904 0.55
H 4.036 -4.519 4.762 0.62
H 0.066 -3.626 3.100 1.02
H 1.819 -2.426 4.092 0.01
H 0.732 -1.087 4.368 0.51
H 1.000 -2.282 5.651 -0.07
H -1.897 -4.994 3.316 0.49
H -4.174 -5.305 4.348 0.44
H -4.701 -4.147 6.512 0.42
H -2.863 -2.907 7.725 0.42
H -0.708 -2.494 6.588 0.32
```

Properties
net charge = 0
HOMO = -6.833 eV
M = 666.43 g mol⁻¹
ΔE to the lowest compared entry with this formula, charge and spin = 82.43 kcal/mol
HOMO-LUMO gap = 5.271 eV



No. 2
An isolated molecule of C35H32ClNO3. Source: the Open Molecules 2025 dataset; level of theory: ωB97M-V/def2-TZVPD.

Structure (XYZ):
```
72
Properties=species:S:1:pos:R:3:mulliken_charge:R:1
C -5.008 -0.294 6.298 -0.82
H -4.728 -1.326 6.065 0.33
O -3.947 0.408 6.895 -0.46
C -2.789 0.562 6.191 0.88
C -2.566 0.084 4.905 -0.41
C -1.346 0.303 4.290 -0.83
C -0.321 0.988 4.932 -0.22
C -0.556 1.461 6.223 -0.58
C -1.769 1.258 6.842 -0.60
H -1.957 1.628 7.837 0.43
H 0.217 2.013 6.737 0.48
C 0.975 1.201 4.272 0.31
C 2.166 1.063 4.981 -0.66
C 3.376 1.260 4.345 -0.91
C 3.413 1.597 3.003 -0.86
C 2.238 1.743 2.274 -0.15
C 1.028 1.541 2.923 0.08
H 0.102 1.678 2.389 0.74
C 2.322 2.140 0.821 -0.21
C 1.849 3.585 0.602 -1.16
C 0.362 3.695 0.540 -0.84
C -0.425 2.698 0.171 -1.16
C 0.068 1.348 -0.254 0.89
C 1.587 1.182 -0.126 0.09
C 2.113 1.380 -1.546 0.05
O 3.273 1.526 -1.866 -0.73
N 1.065 1.387 -2.391 0.20
C 1.202 1.517 -3.825 -1.50
C 1.024 0.193 -4.523 0.65
C 2.014 -0.776 -4.415 -0.11
C 1.840 -2.022 -4.989 -0.87
C 0.673 -2.312 -5.677 -0.42
C -0.311 -1.347 -5.798 -0.64
C -0.136 -0.100 -5.225 -0.38
H -0.909 0.650 -5.320 0.36
H -1.220 -1.565 -6.341 0.41
H 0.533 -3.288 -6.117 0.41
H 2.612 -2.771 -4.896 0.41
H 2.919 -0.546 -3.872 0.49
H 0.466 2.245 -4.184 0.42
H 2.211 1.903 -3.998 0.53
C -0.218 1.152 -1.772 -0.71
C -0.765 -0.214 -2.104 -0.03
C -2.067 -0.371 -2.549 -0.91
C -2.555 -1.613 -2.919 -0.57
C -1.741 -2.737 -2.860 0.98
C -0.433 -2.575 -2.382 0.31
C 0.046 -1.340 -2.005 -0.61
H 1.064 -1.253 -1.663 0.52
Cl 0.592 -3.955 -2.299 -0.22
O -2.100 -3.989 -3.230 -0.49
C -3.389 -4.191 -3.758 -0.93
H -3.441 -5.250 -4.006 0.26
H -3.547 -3.598 -4.664 0.35
H -4.166 -3.954 -3.025 0.35
H -3.571 -1.693 -3.270 0.43
H -2.716 0.489 -2.623 0.41
H -0.931 1.909 -2.126 0.71
H 1.832 0.158 0.177 0.47
H -0.467 0.576 0.309 0.43
H -1.500 2.822 0.143 0.57
H -0.063 4.652 0.810 0.39
H 2.237 4.220 1.401 0.60
H 2.269 3.953 -0.341 0.42
H 3.378 2.089 0.529 0.72
H 4.365 1.749 2.516 0.44
H 4.299 1.148 4.896 0.39
H 2.140 0.782 6.023 0.57
H -1.183 -0.091 3.297 0.49
H -3.329 -0.462 4.373 0.41
H -5.811 -0.297 7.034 0.24
H -5.356 0.202 5.386 0.33
```

Properties
net charge = 0
HOMO = -8.038 eV
M = 550.10 g mol⁻¹
ΔE to the lowest compared entry with this formula, charge and spin = 1.14 kcal/mol
SMILES = COc1ccc(-c2cccc([C@@H]3CC=C[C@@H]4[C@H]3C(=O)N(Cc3ccccc3)[C@H]4c3ccc(OC)c(Cl)c3)c2)cc1
HOMO-LUMO gap = 8.568 eV



No. 3
A structure of composition C35H32FeN5O4S in a non-equilibrium geometry. Source: the Open Molecules 2025 dataset; level of theory: ωB97M-V/def2-TZVPD.

Structure (XYZ):
```
78
Properties=species:S:1:pos:R:3:mulliken_charge:R:1
Fe -0.246 0.724 -0.669 0.79
C -0.651 4.117 -1.155 -0.94
C -1.677 3.706 -2.169 1.22
C -1.932 4.486 -3.283 -1.03
C -2.904 4.121 -4.200 -0.74
C -3.654 2.978 -3.979 -0.99
C -3.434 2.179 -2.868 1.16
C -4.288 0.983 -2.590 -1.21
C -2.421 2.532 -1.961 -0.55
N -2.124 1.742 -0.852 0.39
C -2.940 1.737 0.213 0.24
O -3.997 2.353 0.302 -0.74
C -2.392 0.951 1.374 -0.36
C -2.960 1.119 2.621 -0.61
C -2.367 0.473 3.721 -0.52
C -1.244 -0.279 3.525 -1.23
C -0.679 -0.378 2.225 0.25
N -1.309 0.208 1.162 1.38
C 0.601 -0.971 2.061 -0.17
O 1.318 -1.419 2.965 -0.86
N 2.382 -0.219 0.603 1.39
C 3.505 -0.888 0.051 -1.88
C 4.428 -1.556 0.864 0.93
C 4.362 -1.441 2.347 -1.19
C 5.409 -2.322 0.248 -1.01
C 5.459 -2.456 -1.126 -1.05
C 4.570 -1.759 -1.925 -1.34
C 3.599 -0.953 -1.349 2.02
C 2.699 -0.123 -2.232 -0.48
H -0.042 4.934 -1.532 0.45
H -0.001 3.270 -0.894 -0.03
H -1.151 4.442 -0.243 0.26
H -1.365 5.394 -3.432 0.40
H -3.079 4.734 -5.073 0.39
H -4.435 2.707 -4.677 0.39
H -4.936 0.759 -3.434 0.44
H -4.905 1.188 -1.715 0.29
H -3.674 0.112 -2.360 0.05
H -3.819 1.764 2.712 0.56
H -2.783 0.606 4.710 0.45
H -0.737 -0.773 4.339 0.54
H 4.779 -0.487 2.668 0.28
H 4.918 -2.243 2.825 0.46
H 3.323 -1.482 2.679 0.13
H 6.135 -2.834 0.861 0.48
H 6.201 -3.095 -1.576 0.43
H 4.630 -1.840 -3.001 0.44
H 1.216 -1.380 -2.402 0.37
H 3.038 -0.213 -3.271 0.53
H 2.759 0.930 -1.943 0.22
C -4.211 -4.771 0.557 -1.44
C -2.845 -4.173 0.449 0.98
C -1.761 -4.765 1.082 -0.95
C -0.499 -4.222 0.946 -0.55
C -0.318 -3.075 0.198 0.09
C -1.386 -2.470 -0.446 0.27
C -2.649 -3.013 -0.297 -0.99
S 1.388 -2.537 -0.052 0.41
O 2.173 -3.411 0.800 -0.60
O 1.309 -0.448 -2.176 -0.52
N 1.134 -0.945 0.680 1.02
C 2.362 1.092 0.954 0.54
C 3.529 1.804 1.273 -1.29
C 3.405 3.069 1.799 -0.83
C 2.134 3.597 2.020 -1.17
C 1.046 2.866 1.596 -0.48
N 1.146 1.665 1.029 0.67
H -4.179 -5.752 1.024 0.36
H -4.661 -4.866 -0.428 0.37
H -4.849 -4.117 1.147 0.31
H -1.902 -5.660 1.671 0.33
H 0.362 -4.665 1.421 0.54
H -1.238 -1.560 -1.034 0.08
H -3.497 -2.547 -0.777 0.51
H 4.493 1.349 1.123 0.54
H 4.289 3.634 2.057 0.45
H 2.002 4.552 2.502 0.44
H 0.037 3.230 1.715 0.53
```

Properties
net charge = 0
HOMO (alpha / beta) = -5.426 / -8.179 eV
M = 674.58 g mol⁻¹
ΔE to the lowest compared entry with this formula, charge and spin = 31.69 kcal/mol
HOMO-LUMO gap (alpha / beta) = 5.197 / 7.685 eV
2S+1 = 6